No. 1
{
  "formula": "C12H23EuF3NO5P2S",
  "method": "ωB97M-V/def2-TZVPD",
  "species": ["Eu", "P", "C", "C", "N", "C", "C", "C", "C", "C", "P", "H", "H", "H", "H", "H", "H", "H", "H", "O", "H", "H", "O", "H", "C", "H", "H", "H", "C", "H", "H", "H", "C", "H", "H", "H", "C", "H", "H", "H", "F", "C", "F", "F", "S", "O", "O", "O"],
  "xyz": [[-0.0198, 0.2698, 1.5402], [-2.6166, -0.2337, 0.2172], [-2.3308, 0.4020, -1.4884], [-0.9303, 0.8915, -1.8305], [0.1099, 0.7393, -0.9747], [1.3554, 1.1139, -1.3834], [1.5445, 1.7958, -2.5796], [0.4687, 2.0314, -3.4276], [-0.7812, 1.5246, -3.0643], [2.5793, 0.7660, -0.5344], [2.4906, -0.9008, 0.3669], [-1.6655, 1.7109, -3.6693], [2.5673, 2.0229, -2.8863], [0.6012, 2.5177, -4.3860], [3.4760, 0.7099, -1.1874], [2.7341, 1.5849, 0.2051], [-2.4414, -0.4705, -2.1544], [-3.1454, 1.0817, -1.8145], [-1.1748, -2.3254, -2.4083], [-1.7455, -2.9687, -2.9146], [-1.8069, -2.4359, -3.7352], [-0.1779, -3.3292, 0.6165], [-0.2205, -2.7220, -0.1596], [0.1821, -3.2655, -0.9251], [2.9298, -1.9989, -1.0036], [3.6351, -1.5432, -1.7097], [3.4175, -2.8862, -0.5809], [2.0325, -2.3285, -1.5495], [4.0551, -0.7868, 1.3256], [4.1579, -1.7250, 1.8900], [4.9488, -0.6724, 0.6926], [4.0366, 0.0287, 2.0687], [-3.3571, 1.3264, 0.8149], [-4.3872, 1.3922, 0.4611], [-3.3716, 1.3416, 1.9054], [-2.7755, 2.1886, 0.4727], [-4.0914, -1.2538, -0.0718], [-4.3933, -1.7067, 0.8761], [-4.9295, -0.6574, -0.4405], [-3.8704, -2.0575, -0.7807], [0.6296, 0.4008, 5.9082], [1.0189, 0.9430, 4.7396], [2.0642, 1.7700, 4.9376], [1.4761, -0.0868, 3.8892], [-0.3863, 1.8642, 3.8731], [-1.3130, 0.7265, 3.5732], [-0.8791, 2.9282, 4.6987], [0.3001, 2.2824, 2.5877]],
  "forces_ev_per_a": [[-0.1533, -0.8539, -1.1335], [-0.4787, 1.1970, -0.6691], [0.6512, -1.0589, -0.7412], [-0.4917, 0.9427, 0.0296], [0.1020, -0.1872, 0.3801], [0.1333, 0.0603, -0.4233], [0.3922, -0.5587, -0.0794], [-0.5037, -0.5952, 0.1853], [0.4784, 0.5430, 0.2846], [-0.4003, 0.1335, 0.2554], [0.7439, 1.6329, -0.0527], [0.2510, -0.2167, -0.0269], [-0.3793, 0.1866, 0.1151], [0.0328, 0.1170, 0.1082], [-0.5068, 0.2865, 0.4551], [0.1484, -0.4471, -0.3039], [-0.1934, 0.0474, 0.1796], [0.6420, -0.1130, 0.3724], [-0.8191, -1.2452, -0.2703], [1.1249, 2.2290, 0.1919], [-0.2987, -0.9012, 0.0922], [-0.1332, 0.3508, -0.9677], [0.9871, -1.4487, -0.7159], [-1.0360, 1.0490, 1.8683], [-0.3251, -0.8252, -0.2215], [-0.1780, 0.0788, 0.2847], [-0.1709, 0.0768, -0.1110], [0.4235, 0.1805, 0.1215], [0.0390, -0.2350, 0.3599], [0.0544, 0.2190, -0.1282], [-0.4060, 0.0057, 0.0663], [-0.1128, -0.2505, -0.3642], [0.0458, 0.0217, 0.9025], [0.1204, 0.2000, -0.0830], [-0.1654, 0.1177, 0.0319], [-0.1166, -0.0329, -0.0173], [0.0808, -0.7572, 0.4317], [-0.0470, -0.0269, -0.1088], [0.2628, 0.1152, -0.0339], [0.0355, 0.0762, 0.1159], [0.4490, 0.6662, -1.9618], [1.0148, 0.3872, 1.5906], [-1.3485, -1.0531, -0.3333], [-0.8922, 0.8811, 0.2362], [-0.6678, 1.4829, 1.9936], [1.2789, 0.4114, -1.0329], [0.8482, -1.6454, -1.1925], [-0.5158, -1.2440, 0.3196]],
  "charge": 2,
  "homo_ev": [-16.00, -16.00],
  "largest_force_ev_per_a": 2.57,
  "spin_multiplicity": 7,
  "homo_lumo_gap_ev": [6.233, 9.115]
}

***

No. 2
{
  "formula": "C22H28FN4O6Pt",
  "method": "ωB97M-V/def2-TZVPD",
  "species": ["Pt", "F", "O", "C", "N", "C", "H", "H", "H", "H", "H", "O", "C", "N", "C", "H", "H", "H", "H", "H", "O", "C", "N", "C", "H", "H", "H", "H", "H", "O", "C", "N", "C", "H", "H", "H", "H", "H", "C", "C", "C", "C", "C", "C", "C", "O", "C", "C", "C", "C", "C", "C", "C", "O", "H", "H", "H", "H", "H", "H", "H", "H"],
  "xyz": [[7.0172, -12.1068, -7.0012], [7.4274, -14.3172, -6.8409], [4.3869, -16.3111, -10.0534], [4.0447, -15.3056, -9.4886], [4.7108, -14.9425, -8.4399], [3.1498, -14.2669, -10.1418], [5.4894, -15.4910, -8.1038], [4.6213, -14.0243, -8.0287], [2.1703, -14.3700, -9.6750], [3.2442, -14.5032, -11.2017], [3.5575, -13.2743, -9.9507], [6.6816, -12.1103, -4.8548], [5.7509, -12.7493, -4.3786], [5.6788, -14.0384, -4.4975], [4.7454, -12.0821, -3.5523], [6.2566, -14.4675, -5.2062], [5.1508, -14.6110, -3.8546], [3.7185, -12.0560, -3.9171], [5.0587, -11.0406, -3.4798], [4.5854, -12.5927, -2.6027], [9.0638, -11.8437, -6.3504], [9.7337, -12.3081, -5.4154], [9.5347, -13.5547, -5.0267], [10.8329, -11.4804, -4.7651], [9.0618, -14.1826, -5.6609], [9.4120, -13.4898, -4.0263], [10.4083, -10.5019, -4.5412], [11.6992, -11.4251, -5.4244], [11.1856, -11.8229, -3.7923], [7.5930, -12.1973, -9.0637], [7.3216, -13.1491, -9.9003], [8.1213, -14.1796, -9.8037], [6.3375, -13.0350, -11.0536], [8.5328, -14.2414, -8.8834], [7.8915, -15.0220, -10.3113], [6.9365, -12.6157, -11.8619], [5.4716, -12.4342, -10.7753], [6.0015, -14.0504, -11.2638], [12.5819, -20.1137, -11.1896], [13.2938, -20.9206, -10.2677], [12.8221, -21.1319, -8.9351], [11.7552, -20.3015, -8.4816], [11.1789, -19.3243, -9.3721], [11.5366, -19.2857, -10.6940], [10.1207, -18.3403, -8.8416], [9.6623, -17.4542, -9.6127], [9.7678, -18.4736, -7.3929], [8.8470, -17.5265, -6.9027], [8.3804, -17.6274, -5.6023], [9.0467, -18.5067, -4.7905], [9.9146, -19.4723, -5.2512], [10.3453, -19.4575, -6.5511], [11.3622, -20.4379, -7.0002], [11.6868, -21.3886, -6.2588], [12.8693, -20.1981, -12.2272], [13.9194, -21.6626, -10.7414], [13.2332, -21.8151, -8.2066], [10.9741, -18.7123, -11.4159], [8.2650, -16.8140, -7.4685], [7.7366, -16.8684, -5.1829], [8.8496, -18.5844, -3.7315], [10.3467, -20.0760, -4.4668]],
  "forces_ev_per_a": [[1.4040, -1.8004, -0.0276], [-0.4451, 0.7152, -0.0015], [-0.4706, -1.8174, -0.9961], [0.1709, 0.5578, -2.9272], [1.6563, 1.9230, 3.9777], [0.3357, -0.6368, 0.6553], [-0.1690, -0.1222, -0.0933], [-0.1862, -0.2511, -0.0398], [-0.2698, 0.2332, -0.6429], [-0.7593, 0.1659, 0.0902], [-0.2529, 0.0622, 0.0354], [1.2542, 1.8834, -2.2654], [-1.3748, -0.4774, 1.3431], [-0.1152, -1.9214, -0.2812], [-0.8849, 1.1104, 0.8754], [0.4830, -0.3460, -0.1358], [-0.2648, 0.1593, -0.3974], [0.1585, -0.2489, -0.7900], [-0.0954, -0.1359, 0.6174], [0.5086, 0.2501, 0.3006], [0.6964, 1.3058, -0.7641], [0.1666, 0.6341, -0.8551], [0.7361, -0.0546, 1.2065], [-0.9299, 0.3195, 0.5120], [-0.9655, 0.0190, 0.3396], [0.2822, -1.5412, 0.2078], [0.2596, 0.2389, -0.5137], [-0.2170, 0.1295, -0.1368], [-0.1311, -0.6433, -0.1783], [-1.7050, 0.0341, -0.2877], [0.6772, 1.5458, 0.8459], [-0.9353, -0.7828, -0.1089], [0.6774, -0.4496, 1.2780], [0.4918, -0.4099, -0.0308], [0.3671, -0.2144, 0.0525], [-0.4327, 0.0699, -0.2556], [0.3655, 0.2108, -0.1808], [-0.0007, 0.0839, -0.4254], [-0.0623, -0.0172, 2.3650], [-1.9973, -1.0265, -0.1174], [-0.9443, 2.1782, -0.9029], [1.4364, -0.1713, 0.0965], [-0.7250, -0.3049, 2.0710], [1.0773, -0.9881, -1.5895], [0.3768, 0.8957, -2.3036], [0.8946, -2.2018, 2.3888], [-0.2339, 0.9750, -0.6942], [-1.1350, -1.0067, 0.2352], [1.5058, 0.7284, 0.0614], [-0.7897, -1.0333, 1.2464], [0.5198, 0.6315, 1.0400], [-0.4546, 0.7689, -0.5632], [-0.3079, -2.0963, -0.3321], [-0.2274, 2.4509, -1.9961], [-0.2064, 0.3699, -0.0798], [0.7319, 0.1461, 0.3783], [0.2132, -0.2037, -0.2732], [-0.0519, 0.3825, 0.2491], [0.7252, 0.0361, -0.8732], [-0.3459, -0.1160, -0.0935], [-0.3026, 0.3319, 0.1568], [0.2172, -0.5279, -0.4720]],
  "charge": 1,
  "homo_ev": [-11.38, -11.38],
  "largest_force_ev_per_a": 4.72,
  "spin_multiplicity": 3,
  "homo_lumo_gap_ev": [7.778, 6.306]
}

***

Number 1: total energy -81425.1752 eV. Number 2: total energy -47470.8332 eV.